[1]
{
  "formula": "C3H3LiNaO4",
  "method": "ωB97M-V/def2-TZVPD",
  "species": ["Na", "O", "O", "O", "O", "C", "C", "C", "Li", "H", "H", "H"],
  "positions_angstrom": [[-0.283, -2.252, -0.339], [-0.335, 1.134, -0.363], [-2.446, 1.346, 0.270], [3.090, 1.053, 0.917], [-1.643, -0.677, -0.062], [-1.519, 0.588, -0.044], [0.720, 0.302, -0.700], [1.547, -0.247, 0.294], [-3.528, -0.301, 0.522], [2.229, -1.035, -0.066], [1.067, 0.444, -1.727], [1.101, -0.354, 1.298]],
  "forces_ev_per_a": [[0.527, 0.397, -0.153], [-1.264, 0.565, 0.414], [-0.919, -0.117, 0.184], [-0.945, -0.855, -0.313], [-1.336, -1.091, 0.309], [1.340, 0.747, -0.208], [1.747, -1.628, 0.277], [-0.475, 0.399, -0.733], [0.861, 0.663, -0.228], [0.019, 0.748, 0.476], [-0.109, 0.033, 0.391], [0.555, 0.140, -0.417]],
  "homo_energy_ev": [-6.35, -5.51],
  "s_squared": 0.780,
  "homo_lumo_gap_ev": [4.830, 3.991],
  "multiplicity": 2,
  "total_energy_ha": -586.79903,
  "charge": 0,
  "lumo_energy_ha": [-0.0558, -0.0559]
}


[2]
{
  "formula": "C3H10NO2",
  "method": "ωB97M-V/def2-TZVPD",
  "species": ["O", "O", "N", "C", "C", "C", "H", "H", "H", "H", "H", "H", "H", "H", "H", "H"],
  "positions_angstrom": [[0.613, -0.469, 1.586], [2.065, 0.299, -0.083], [-0.191, -1.344, -0.617], [-1.590, 0.786, -0.165], [-0.237, 0.164, -0.592], [0.852, 0.486, 0.479], [-1.805, 0.529, 0.822], [0.453, -1.709, -1.363], [0.096, 0.497, -1.604], [0.553, 1.565, 0.912], [0.064, -1.740, 0.413], [-1.063, -1.663, -0.947], [1.277, -0.366, 2.275], [2.832, 0.693, 0.140], [-2.352, 0.489, -0.816], [-1.566, 1.783, -0.438]],
  "forces_ev_per_a": [[-2.476, 0.672, -2.204], [-4.070, -2.948, -1.594], [1.309, -0.832, 0.144], [1.975, -1.951, -1.538], [0.730, 0.976, 0.655], [-1.274, 2.602, -1.221], [-0.594, 0.058, 1.680], [0.063, 0.349, 0.905], [-0.200, -0.093, 0.885], [0.950, -2.001, -0.337], [-0.826, 0.046, -2.149], [-1.840, -0.919, -0.082], [3.177, 0.137, 3.319], [3.978, 2.705, 1.969], [-1.332, -1.229, -0.811], [0.430, 2.427, 0.380]],
  "homo_energy_ev": [-7.89, -17.35],
  "s_squared": 2.005,
  "homo_lumo_gap_ev": [4.682, 7.389],
  "multiplicity": 3,
  "total_energy_ha": -324.97017,
  "charge": 1,
  "lumo_energy_ha": [-0.1180, -0.3661]
}


[3]
{
  "formula": "C48H95N2O14P3Si",
  "method": "ωB97M-V/def2-TZVPD",
  "species": ["P", "P", "P", "Si", "O", "O", "O", "O", "O", "O", "O", "O", "O", "O", "O", "O", "O", "O", "N", "N", "C", "C", "C", "C", "C", "C", "C", "C", "C", "C", "C", "C", "C", "C", "C", "C", "C", "C", "C", "C", "C", "C", "C", "C", "C", "C", "C", "C", "C", "C", "C", "C", "C", "C", "C", "C", "C", "C", "C", "C", "C", "C", "C", "C", "C", "C", "C", "C", "H", "H", "H", "H", "H", "H", "H", "H", "H", "H", "H", "H", "H", "H", "H", "H", "H", "H", "H", "H", "H", "H", "H", "H", "H", "H", "H", "H", "H", "H", "H", "H", "H", "H", "H", "H", "H", "H", "H", "H", "H", "H", "H", "H", "H", "H", "H", "H", "H", "H", "H", "H", "H", "H", "H", "H", "H", "H", "H", "H", "H", "H", "H", "H", "H", "H", "H", "H", "H", "H", "H", "H", "H", "H", "H", "H", "H", "H", "H", "H", "H", "H", "H", "H", "H", "H", "H", "H", "H", "H", "H", "H", "H", "H", "H"],
  "positions_angstrom": [[-0.336, 4.541, -3.625], [6.741, 8.491, -3.131], [-6.564, -3.458, -2.842], [-6.319, -3.246, 3.756], [3.523, -5.513, 7.110], [-6.778, -2.069, -3.725], [-1.830, 4.137, -3.601], [5.787, 7.116, -3.568], [-6.882, -2.750, -1.502], [1.334, 4.993, -3.652], [0.198, 3.001, -3.282], [-8.090, -4.111, -2.983], [-0.261, 4.493, -5.283], [2.647, -2.449, 3.213], [7.595, 9.722, -2.740], [-6.208, -4.249, -4.338], [8.035, 7.443, -3.080], [6.167, 8.292, -1.586], [6.228, -3.771, 5.887], [2.593, -4.125, 5.138], [5.415, -0.227, 0.789], [4.870, -0.898, 5.200], [-4.573, -1.163, -4.165], [-4.124, 1.581, 3.459], [-0.458, 6.778, -6.066], [4.890, -2.208, 4.630], [3.700, -4.813, 5.964], [-0.094, -6.033, 2.283], [-1.674, -5.484, 2.331], [2.611, 5.003, -5.731], [-5.638, 1.247, 2.883], [3.815, -0.042, 0.382], [9.310, 7.896, -3.516], [-1.085, 5.399, -6.005], [-3.951, -5.510, 0.764], [1.190, -0.395, 1.184], [-7.074, -3.714, 5.465], [-5.904, -0.979, -3.461], [-0.556, 2.190, -2.389], [5.175, -4.664, 5.267], [6.369, -3.976, 7.381], [-1.419, 1.215, -3.178], [-4.972, -4.538, 3.144], [3.567, 1.593, 0.286], [5.388, 9.344, -1.033], [5.809, 5.902, -2.816], [2.423, -5.029, 2.850], [-4.410, -4.202, 1.640], [-5.467, -1.499, 3.725], [-3.971, -1.206, 4.341], [-8.767, -4.547, -1.812], [-2.694, -6.358, 1.392], [10.165, 8.273, -2.314], [5.548, -2.788, 8.226], [-6.331, -0.269, 2.991], [4.616, 5.798, -1.881], [0.831, -4.714, 2.624], [-7.038, -4.110, -5.491], [3.057, -3.772, 3.709], [-7.684, -3.201, 2.345], [2.303, 4.287, -4.426], [-9.767, -3.489, -1.366], [-6.471, -3.099, -6.474], [-3.335, 0.329, 4.203], [3.004, -2.236, 1.803], [4.698, -3.730, 3.964], [3.954, 9.279, -1.522], [2.782, -0.602, 1.525], [4.605, 2.130, 0.173], [-2.050, -6.836, 0.525], [3.106, 1.932, 1.328], [-5.746, -0.854, -2.387], [-7.199, -2.521, 1.492], [-2.149, 0.728, -2.525], [-4.151, -2.154, -3.965], [-1.158, 7.502, -6.491], [9.790, 7.080, -4.066], [2.271, -2.767, 1.032], [9.623, 8.887, -1.591], [0.439, 6.766, -6.692], [-0.787, 0.438, -3.626], [-4.872, -6.248, 0.658], [-6.263, 2.096, 2.349], [-5.474, -5.616, 3.126], [4.084, -2.572, 1.504], [-5.382, -3.170, -6.540], [3.582, -0.620, -0.609], [3.909, 9.194, -2.613], [-1.163, 2.806, -1.716], [3.705, 6.183, -2.347], [0.087, -6.953, 2.985], [5.820, 10.320, -1.270], [-3.639, 2.640, 3.347], [-0.154, 7.122, -5.071], [-8.656, -2.661, 2.708], [3.216, 4.261, -3.822], [-3.351, -2.069, 4.865], [5.747, 5.090, -3.547], [0.588, -3.912, 1.807], [1.862, -4.865, 5.210], [-7.054, -5.091, -5.976], [7.145, -3.813, 5.390], [0.655, -1.335, 0.730], [3.400, 10.169, -1.213], [4.455, 4.760, -1.575], [-9.340, -2.483, -1.367], [-7.642, -4.753, 5.326], [4.782, 6.372, -0.964], [2.645, 6.088, -5.596], [-5.278, -3.674, 1.012], [-6.714, -2.075, -6.172], [3.446, 8.403, -1.108], [1.848, 4.791, -6.487], [5.750, -5.606, 4.879], [-4.040, -4.511, 3.891], [-7.406, -0.422, 2.529], [-3.858, -0.402, -3.841], [-8.072, -3.856, -5.245], [-2.255, 0.473, 4.659], [11.064, 8.809, -2.631], [5.410, 9.237, 0.056], [0.106, -6.418, 1.171], [-1.607, -4.372, 1.900], [-7.852, -4.292, 1.940], [-8.057, -4.787, -1.013], [-1.203, 5.003, -7.019], [9.212, 8.733, -4.215], [6.009, -5.029, 7.742], [-7.884, -2.923, 5.846], [6.097, 0.475, 0.147], [2.019, 3.250, -4.624], [2.822, 1.773, -0.599], [-9.297, -5.475, -2.052], [0.418, -4.280, 3.648], [-10.147, -3.713, -0.366], [-6.390, -0.068, -3.825], [-2.083, 5.461, -5.564], [-3.150, -7.238, 2.017], [-6.904, -3.242, -7.468], [-3.666, -5.134, -0.311], [6.001, -2.721, 9.321], [-10.618, -3.465, -2.059], [7.506, -3.869, 7.718], [0.996, 0.493, 0.421], [-3.543, -3.387, 1.694], [3.564, 4.660, -6.144], [-6.251, -3.911, 6.291], [5.692, -1.378, 0.643], [-2.069, -5.431, 3.443], [0.146, 1.634, -1.761], [0.575, -0.102, 2.161], [6.738, 5.762, -2.258], [2.962, -0.097, 2.591], [-1.948, 1.697, -4.004], [4.396, -2.999, 8.270], [5.790, -1.749, 7.698], [4.583, 0.176, 5.633], [-4.696, -1.075, -5.248], [5.490, -0.040, 1.955], [3.050, -5.082, 1.842], [5.413, -3.687, 3.038], [2.510, -6.067, 3.386], [10.477, 7.367, -1.779]],
  "forces_ev_per_a": [[2.245, -7.617, -5.810], [3.861, -5.338, 7.331], [-8.267, 3.444, -4.118], [0.215, -0.009, -0.926], [0.499, 4.436, -7.324], [0.865, 0.137, 0.233], [0.687, 3.823, 2.702], [-0.326, 3.259, -2.645], [4.031, -2.446, 0.441], [-2.399, 2.328, 2.584], [0.131, 1.000, 1.246], [1.141, -1.076, 0.424], [-0.320, 0.858, 0.056], [0.392, -2.448, -0.576], [-2.608, 0.991, -3.827], [2.690, -0.873, 3.129], [-0.497, 0.355, -1.500], [-0.630, 0.623, -0.253], [-0.348, -1.670, 1.865], [2.771, -1.854, 1.583], [-1.253, -1.372, 0.580], [-0.734, -8.746, -3.998], [0.102, 0.080, -0.264], [-2.175, -4.876, 0.536], [0.197, 0.133, -0.186], [-0.896, 9.291, 3.607], [-0.284, -2.192, 3.954], [-0.652, 0.535, -0.746], [0.519, 0.180, -0.480], [-0.338, 0.008, -0.390], [1.703, -2.679, 1.371], [0.233, 0.735, 0.867], [0.579, 0.279, 0.279], [-0.238, 0.217, -0.398], [-0.001, 0.146, 0.116], [-0.767, 0.910, -0.025], [-0.769, -0.864, 1.088], [0.206, 0.491, -0.014], [-0.510, -0.451, -0.042], [0.163, 1.712, -2.843], [0.524, 0.709, 1.626], [0.135, -0.340, -0.072], [0.900, -0.549, -0.136], [-0.177, -0.946, 0.377], [-0.251, 0.272, 0.350], [-0.217, -0.614, 0.783], [0.286, 0.910, -1.429], [-0.507, 0.607, -0.643], [1.558, 4.323, -0.310], [-2.399, 3.643, -2.165], [-0.470, 0.263, 0.453], [0.147, -0.203, 0.235], [0.222, -0.251, 0.152], [0.893, 0.048, -0.224], [4.507, 1.512, 1.611], [-0.029, 0.319, 0.419], [-0.542, -0.638, 0.679], [-0.395, 0.424, -0.818], [0.843, -2.115, 0.669], [0.371, 0.686, -0.547], [0.527, -0.306, -0.842], [-0.347, -0.021, -0.112], [-0.021, 0.515, 0.089], [-2.853, -0.881, -1.230], [-0.388, 1.208, -1.520], [0.451, 2.779, 1.178], [-0.249, -0.147, 0.093], [-0.096, -1.209, 0.934], [-2.227, -0.912, -0.115], [-1.429, 0.941, 1.668], [0.858, -0.566, -2.395], [-0.158, -0.082, -0.032], [-1.215, -1.663, 1.603], [0.065, 0.025, -0.032], [0.023, 0.099, 0.062], [0.026, -0.042, 0.061], [-0.195, -0.039, 0.082], [1.427, 0.731, 1.852], [-0.037, 0.074, -0.279], [-0.082, 0.043, 0.128], [-0.102, 0.100, 0.117], [1.850, 1.589, 0.172], [1.507, -1.917, 1.248], [1.189, 2.102, 0.208], [-1.841, 0.623, 1.009], [-0.133, -0.170, -0.065], [0.465, 1.318, 1.648], [-0.008, 0.099, 0.071], [0.036, -0.128, -0.209], [0.071, -0.200, -0.078], [-0.307, 1.896, -1.122], [0.128, -0.137, -0.003], [-1.081, -2.366, 0.293], [-0.106, 0.022, -0.062], [1.633, -1.285, -0.785], [-0.260, 0.112, 0.234], [-1.444, 2.103, -1.243], [0.078, 0.276, -0.225], [0.787, -1.498, 1.564], [0.245, 1.294, -0.406], [0.147, -0.065, 0.330], [-1.336, -0.366, 0.588], [1.263, 1.652, 0.837], [0.050, -0.032, -0.047], [0.012, -0.015, -0.174], [0.175, -0.203, 0.117], [1.111, 2.159, 0.298], [0.007, -0.069, -0.209], [0.170, -0.134, 0.109], [1.832, -1.152, 1.287], [0.062, -0.216, 0.004], [0.034, 0.096, -0.120], [0.099, 0.040, 0.192], [-2.010, 1.082, 0.957], [-2.083, -0.399, -1.479], [2.555, 0.257, 1.134], [-0.046, -0.072, -0.002], [0.269, -0.041, 0.206], [-2.481, -0.140, -1.116], [-0.061, -0.047, 0.041], [0.119, -0.091, -0.145], [-0.302, 0.912, 2.374], [-0.294, -2.388, 0.999], [0.030, 2.229, 0.730], [-0.126, 0.164, -0.104], [0.074, -0.093, 0.171], [0.016, -0.091, 0.231], [0.589, 1.923, -0.783], [1.920, -1.708, -0.776], [-1.303, -1.469, 1.341], [-0.177, 0.242, 0.165], [1.516, 0.189, 1.767], [0.110, 0.091, -0.158], [0.800, -0.782, -2.117], [0.021, 0.030, -0.069], [-0.077, -0.189, 0.033], [0.085, -0.161, 0.039], [1.016, 1.599, -1.106], [0.050, -0.170, 0.072], [-0.540, -0.692, 2.007], [-1.094, -0.317, -2.222], [0.129, -0.049, 0.134], [-2.371, -0.242, -0.991], [0.563, -1.815, 1.579], [-1.851, -1.870, -0.045], [0.028, 0.042, 0.192], [-1.730, 0.607, -1.622], [-0.251, 2.582, 0.154], [0.892, -0.072, -2.286], [0.092, 0.112, -0.134], [1.441, -0.737, -2.047], [-0.092, 0.256, -0.205], [-0.028, -0.943, -2.456], [-0.004, 0.158, 0.239], [2.308, 0.502, -0.148], [-0.752, -2.327, 1.085], [0.936, -3.116, -1.331], [0.061, -0.063, 0.127], [0.112, -0.094, -2.428], [-1.607, -0.088, 1.873], [-1.590, -0.610, 1.642], [0.130, 2.159, -0.798], [-0.020, 0.146, -0.129]],
  "homo_energy_ev": -7.96,
  "homo_lumo_gap_ev": 5.593,
  "total_energy_ha": -4361.34519,
  "charge": 0,
  "lumo_energy_ha": -0.0871
}


- Which formula does entry 3 have?
  C48H95N2O14P3Si